Here is a molecular structure, C38H39F3N8O4STi from the OMol25 dataset. Energies are from ωB97M-V/def2-TZVPD.

CARTESIAN COORDINATES (ANGSTROEM)
Ti: -0.19724 -1.39122 -0.44670
C: 6.19931 -3.73359 -0.04125
C: 4.87336 -3.05795 -0.39859
C: 4.82429 -1.73984 -0.79788
C: 3.60742 -1.17907 -1.28097
C: 3.63517 0.17638 -1.75745
N: 4.42690 1.15676 -1.40588
C: 4.81905 1.37200 -0.00026
C: 3.60675 1.29894 0.92112
C: 2.62846 2.46141 0.67807
N: 1.61176 2.15901 -0.23580
C: 1.39166 2.68736 -1.40613
C: 0.41509 2.23930 -2.34198
C: 0.22688 2.96466 -3.53164
C: -0.66302 2.51380 -4.52034
C: -0.87932 3.35021 -5.73192
C: -1.16116 1.24682 -4.36096
C: -1.04047 0.50855 -3.17200
C: -1.74116 -0.76027 -3.01217
N: -1.58575 -1.63002 -2.05811
C: -2.45700 -2.80721 -1.99813
C: -1.69208 -4.09082 -1.85650
C: -1.01648 -4.33307 -0.52621
N: 0.11504 -3.44135 -0.43734
C: 1.29940 -3.95190 -0.44589
C: 2.50506 -3.15639 -0.67307
C: 3.68803 -3.73671 -0.24344
C: 2.40728 -1.89124 -1.32755
O: 1.30881 -1.35427 -1.77904
C: -0.32584 1.06491 -2.12757
O: -0.30572 0.43494 -0.98449
H: 6.07598 -4.79714 0.16411
H: 6.61098 -3.24573 0.81935
H: 6.81990 -3.59959 -0.91054
H: 5.68813 -1.05982 -0.81607
H: 2.97260 0.44980 -2.55612
H: 4.34277 1.97431 -2.01583
H: 5.14159 2.47324 -0.00262
H: 5.71009 0.80404 0.43342
H: 4.00837 1.28832 1.93672
H: 3.08398 0.41627 0.77897
H: 3.21869 3.31362 0.29581
H: 2.01129 2.71079 1.60127
H: 1.06353 1.36425 -0.03917
H: 1.98116 3.54133 -1.72462
H: 0.71980 3.93581 -3.60628
H: 0.02196 3.79035 -5.97810
H: -1.60911 4.11386 -5.44741
H: -1.25650 2.78411 -6.60599
H: -1.83532 0.78074 -5.15695
H: -2.43424 -1.01172 -3.88458
H: -3.06668 -2.89396 -2.90899
H: -3.10829 -2.60981 -1.10765
H: -1.01208 -4.24726 -2.73957
H: -2.41107 -4.94530 -1.94835
H: -0.73620 -5.35674 -0.46600
H: -1.79817 -4.09865 0.20805
H: 1.35689 -5.05462 -0.31623
H: 3.79189 -4.69729 0.27220
N: 0.36659 -2.21664 3.32745
N: 0.65304 -0.84577 3.39020
C: 0.75023 -0.17046 2.17233
O: 0.72561 1.06809 2.18266
O: 0.93203 -0.91444 1.16028
H: -0.60378 -2.43244 3.18765
H: 0.62913 -2.63559 4.24296
H: 0.34068 -0.30548 4.18948
S: 1.72000 5.71601 -0.38514
C: 0.07566 5.47777 -0.15998
N: -0.28751 4.46905 0.73560
C: -1.53233 4.03556 0.75189
C: -2.53236 4.68549 0.16928
C: -2.21261 5.84406 -0.58367
N: -0.94747 6.20893 -0.78812
H: 0.52080 3.92562 1.09604
H: -1.66624 3.08341 1.29165
H: -3.49050 4.20712 0.13852
H: -2.94497 6.48943 -1.00786
F: -5.84025 -0.06893 7.00950
C: -6.34945 -0.48180 5.85551
F: -7.06659 0.51588 5.26184
F: -7.20090 -1.45714 6.14698
C: -5.29680 -0.83520 4.79494
C: -5.43460 -2.05318 4.11177
C: -4.64383 -2.29689 3.06500
C: -3.76151 -1.27118 2.64044
C: -3.63564 -0.02484 3.29436
C: -4.44216 0.17722 4.40116
C: -2.72897 -1.50163 1.64228
C: -1.86138 -1.59645 0.80484
H: -6.14076 -2.81576 4.43044
H: -4.72021 -3.17491 2.46808
H: -2.87838 0.61609 2.96156
H: -4.37098 1.07564 5.02131

* lowest unoccupied orbital energy (spin up / spin down): -0.140 / -0.140 Ha
* spin multiplicity: 2
* net charge: +1
* HOMO energy (spin up / spin down): -8.03 / -10.48 eV
* relative energy (zero: lowest compared OMol25 entry of this formula, charge and spin): 1.3993 eV
* electronic energy: -3757.507190 Ha

---

Here is a molecular structure, C38H39GeNaO3 from the OMol25 dataset. Energies are from ωB97M-V/def2-TZVPD.

CARTESIAN COORDINATES (ANGSTROEM)
Na: 1.00270 -0.16054 1.48287
C: -0.20659 -2.97484 5.59223
C: -1.04720 -2.02340 4.77167
C: -0.79915 -0.64950 4.79637
C: -1.59397 0.24330 4.08534
C: -1.33901 1.73443 4.13628
C: -2.64963 -0.26248 3.32420
C: -2.91247 -1.62579 3.26798
C: -4.03963 -2.16521 2.42113
C: -2.10122 -2.49442 3.99981
H: 0.76002 -2.53419 5.84122
H: -0.03167 -3.91299 5.06115
H: -0.70637 -3.22263 6.53158
H: 0.03268 -0.27116 5.38666
H: -2.09936 2.23670 4.73896
H: -1.37503 2.17837 3.13781
H: -0.36572 1.95845 4.57918
H: -3.27267 0.42796 2.75585
H: -3.65275 -2.76588 1.59278
H: -4.63903 -1.35763 1.99835
H: -4.70133 -2.80784 3.00791
H: -2.29978 -3.56436 3.96592
O: 0.98666 0.88350 -0.33725
C: 1.26275 -0.25235 -0.83148
O: 1.23977 -1.34007 -0.17123
C: 1.66079 -0.30347 -2.29917
C: 1.33212 0.98737 -3.05325
Ge: -0.54417 1.50302 -3.21239
C: -0.43911 3.41350 -3.59489
C: 0.06834 4.20880 -2.55807
C: 0.21047 5.58274 -2.71174
C: -0.14689 6.18911 -3.91176
C: -0.63319 5.41502 -4.95669
C: -0.77588 4.03796 -4.79950
C: -1.70729 1.26454 -1.65411
C: -2.39330 2.33227 -1.07357
C: -3.25547 2.12719 0.00391
C: -3.44602 0.85033 0.51355
C: -2.77282 -0.22643 -0.05702
C: -1.91619 -0.01917 -1.13008
C: -1.40276 0.43102 -4.60647
C: -1.18312 -0.95334 -4.60637
C: -1.82040 -1.78632 -5.52091
C: -2.69611 -1.25041 -6.45728
C: -2.93667 0.11733 -6.46714
C: -2.29909 0.94673 -5.54911
H: 1.19733 -1.18087 -2.74742
H: 2.73614 -0.50728 -2.30974
H: 1.69096 0.95803 -4.08486
H: 1.82154 1.82606 -2.55759
H: 0.35589 3.74573 -1.61467
H: 0.60305 6.18012 -1.89678
H: -0.03867 7.26075 -4.03320
H: -0.89884 5.88043 -5.89931
H: -1.13063 3.45358 -5.64108
H: -2.26516 3.33659 -1.46062
H: -3.78502 2.96749 0.43684
H: -4.11993 0.69338 1.34897
H: -2.91643 -1.22860 0.33236
H: -1.40113 -0.87728 -1.55888
H: -0.50441 -1.40027 -3.88618
H: -1.63183 -2.85378 -5.50035
H: -3.19300 -1.89658 -7.17152
H: -3.62692 0.54164 -7.18754
H: -2.53072 2.00631 -5.56178
C: 2.34830 -3.37389 3.08662
C: 3.03317 -2.05674 2.83860
O: 2.39318 -1.02144 2.81780
C: 4.50231 -2.02178 2.59052
C: 5.32727 -3.06300 2.99820
C: 6.69283 -2.99901 2.76421
C: 7.23125 -1.90352 2.10014
C: 6.40631 -0.86620 1.67693
C: 5.04545 -0.92210 1.92982
H: 1.27341 -3.24854 2.97071
H: 2.55487 -3.70388 4.11091
H: 2.71740 -4.14013 2.40349
H: 4.91064 -3.92427 3.51013
H: 7.33596 -3.80567 3.09435
H: 8.29733 -1.86098 1.90617
H: 6.82516 -0.01567 1.15139
H: 4.38767 -0.12384 1.61010

* lowest unoccupied orbital energy: -0.005 Ha
* spin multiplicity: 1
* HOMO energy: -8.56 eV
* relative energy (zero: lowest compared OMol25 entry of this formula, charge and spin): 0.8542 eV
* electronic energy: -3936.445070 Ha

---

no.,F_max (eV Å⁻¹)
1,3.80
2,1.67